Entry 1:
{"formula": "CH2Cl2FN", "method": "ωB97M-V/def2-TZVPD", "homo_lumo_gap_ha": 0.3254, "e_homo_ev": -9.80, "symbols": ["Cl", "Cl", "F", "N", "C", "H", "H"], "positions_angstrom": [[-1.740, -0.120, 1.906], [-0.531, -2.105, 0.110], [-0.764, 1.678, -0.164], [-0.831, -0.483, 0.360], [-0.419, 0.423, -0.431], [1.930, 0.581, -0.679], [2.356, 0.026, -1.103]], "nbo_charge": [0.05, 0.28, -0.31, -0.48, 0.47, -0.01, 0.01]}

Entry 2:
{"formula": "CH2Cl2N2", "method": "ωB97M-V/def2-TZVPD", "homo_lumo_gap_ha": 0.3726, "smiles": "N#CCl.NCl", "e_homo_ev": -9.68, "symbols": ["Cl", "Cl", "N", "N", "C", "H", "H"], "positions_angstrom": [[0.131, -1.160, 1.256], [3.303, -0.943, 1.130], [-0.857, -0.493, 0.018], [2.037, -0.346, -1.239], [2.517, -0.692, -0.277], [-0.678, 0.504, 0.123], [-0.617, -0.773, -0.884]], "nbo_charge": [0.07, 0.15, -0.79, -0.34, 0.17, 0.37, 0.37]}

Entry 3:
{"formula": "CH2Cl2N2", "method": "ωB97M-V/def2-TZVPD", "homo_lumo_gap_ha": [0.2578, 0.2500], "e_homo_ev": [-9.06, -8.92], "symbols": ["Cl", "Cl", "N", "N", "C", "H", "H"], "positions_angstrom": [[-2.468, -0.975, -0.202], [-0.979, 1.911, -0.089], [-0.865, -0.937, 0.185], [-0.087, -0.037, 0.052], [1.151, -0.048, -0.062], [1.690, -0.872, 0.205], [1.559, 0.958, -0.088]], "nbo_charge": [0.24, -0.24, -0.27, 0.06, -0.23, 0.22, 0.22]}

Entry 4:
{"formula": "CH2Cl2O3", "method": "ωB97M-V/def2-TZVPD", "homo_lumo_gap_ha": 0.3946, "smiles": "OC(OCl)OCl", "e_homo_ev": -10.80, "symbols": ["Cl", "Cl", "O", "O", "O", "C", "H", "H"], "positions_angstrom": [[2.456, -0.122, 1.055], [0.281, -2.918, -0.141], [0.481, -1.350, -0.698], [-0.130, 0.723, -0.455], [0.891, -0.507, 1.461], [0.023, -0.465, 0.244], [0.737, 0.857, -0.818], [-1.007, -0.614, 0.476]], "nbo_charge": [0.23, 0.25, -0.52, -0.66, -0.53, 0.58, 0.48, 0.18]}

Entry 5:
{"formula": "CH2Cl2S2", "method": "ωB97M-V/def2-TZVPD", "homo_lumo_gap_ha": [0.2866, 0.2488], "e_homo_ev": [-7.39, -9.27], "spin_multiplicity": 3, "s2": 2.01, "symbols": ["Cl", "Cl", "S", "S", "C", "H", "H"], "positions_angstrom": [[0.993, -0.225, -1.761], [0.910, -1.943, 0.675], [-1.375, 0.615, 0.632], [-0.137, 1.866, 1.519], [0.068, -1.098, -0.563], [0.211, 2.456, 0.389], [-0.669, -1.672, -0.890]], "nbo_charge": [0.01, 0.03, -0.12, 0.05, -0.25, 0.12, 0.16]}

Entry 6:
{"formula": "CH2ClFN2", "method": "ωB97M-V/def2-TZVPD", "homo_lumo_gap_ha": [0.3154, 0.3178], "e_homo_ev": [-8.21, -8.33], "symbols": ["Cl", "F", "N", "N", "C", "H", "H"], "positions_angstrom": [[1.956, -0.554, 0.235], [0.879, 1.789, 0.173], [-1.234, -0.962, 0.648], [-1.163, 0.114, 0.156], [0.816, 0.569, -0.468], [0.855, 0.464, -1.572], [-2.109, -1.420, 0.829]], "nbo_charge": [-0.02, -0.33, -0.34, -0.04, 0.20, 0.18, 0.35]}

Entry 7:
{"formula": "CH2ClFO2", "method": "ωB97M-V/def2-TZVPD", "homo_lumo_gap_ha": 0.3883, "smiles": "FOCOCl", "e_homo_ev": -10.92, "symbols": ["Cl", "F", "O", "O", "C", "H", "H"], "positions_angstrom": [[2.233, -0.195, 0.863], [-1.830, -0.964, 0.813], [1.150, -0.430, -0.437], [-0.772, 0.037, 0.829], [-0.061, 0.260, -0.361], [0.113, 1.308, -0.458], [-0.833, -0.016, -1.249]], "nbo_charge": [0.24, -0.14, -0.52, -0.15, 0.16, 0.19, 0.22]}

Entry 8:
{"formula": "CH2ClFP2", "method": "ωB97M-V/def2-TZVPD", "homo_lumo_gap_ha": 0.3581, "e_homo_ev": -9.60, "symbols": ["Cl", "P", "P", "F", "C", "H", "H"], "positions_angstrom": [[-1.993, -0.906, -0.077], [0.949, -0.387, -0.733], [0.030, 1.513, -0.012], [2.106, -0.532, 0.449], [-0.404, -0.316, 0.484], [-0.157, -0.546, 1.502], [-0.531, 1.174, -1.613]], "nbo_charge": [-0.03, 0.96, 0.22, -0.60, -0.81, 0.26, -0.01]}

Taking the records one at a time from the top gives energy above the lowest of the compared OMol25 structures with the same formula, charge and spin values of 115.7, 31.8, 104.0, 61.5, 6.7, 36.0, 149.8, 15.5 kcal per mole.